Computed, not measured: a molecular structure, C42H112Br5N14O14, with the ωB97M-V functional and the def2-TZVPD basis.

```
! wB97M-V def2-TZVPD RIJCOSX def2/J DEFGRID3
* xyz 9 1
C -9.698 -7.888 -5.232
C -9.602 -6.958 -6.282
O -10.009 -7.043 -7.378
N -8.842 -5.593 -5.888
H -9.597 -4.956 -5.947
H -8.354 -5.629 -4.996
C -7.886 -5.128 -6.999
H -10.193 -7.458 -4.349
H -8.752 -8.054 -4.792
H -10.263 -8.726 -5.535
H -6.873 -4.959 -6.633
H -8.209 -4.292 -7.602
H -8.010 -6.006 -7.660
C 6.626 -5.548 -5.677
C 7.885 -6.260 -5.185
O 8.876 -5.745 -4.887
N 7.835 -7.718 -5.334
H 8.637 -8.132 -4.842
H 7.017 -7.989 -4.797
C 7.698 -8.199 -6.770
H 6.272 -5.996 -6.612
H 6.777 -4.479 -5.786
H 5.845 -5.784 -4.972
H 6.700 -7.913 -7.098
H 7.728 -9.262 -7.066
H 8.383 -7.754 -7.431
C -5.160 2.454 -3.177
C -4.238 1.214 -2.898
O -3.059 1.199 -2.939
N -4.852 -0.212 -2.906
H -4.540 -0.776 -2.054
H -5.865 -0.082 -2.842
C -4.441 -0.832 -4.205
H -6.059 2.417 -2.650
H -5.410 2.490 -4.243
H -4.543 3.299 -2.904
H -4.255 0.000 -4.965
H -5.179 -1.522 -4.669
H -3.505 -1.326 -4.029
C -7.899 -2.330 1.875
C -7.021 -2.278 0.676
O -6.892 -1.355 -0.096
N -6.210 -3.513 0.379
H -6.410 -3.855 -0.624
H -5.301 -2.995 0.211
C -6.118 -4.617 1.412
H -8.548 -1.390 1.943
H -7.324 -2.467 2.799
H -8.553 -3.110 1.849
H -7.087 -5.030 1.410
H -5.890 -4.206 2.380
H -5.362 -5.333 1.123
C 9.184 11.068 -2.003
C 8.771 11.040 -0.609
O 7.835 11.377 -0.007
N 9.851 10.337 0.326
H 9.481 10.395 1.292
H 9.818 9.302 0.079
C 11.307 10.731 0.283
H 9.214 10.014 -2.368
H 10.217 11.483 -2.142
H 8.380 11.635 -2.525
H 11.885 10.448 1.147
H 11.445 11.828 0.233
H 11.745 10.350 -0.598
C -3.040 -2.825 14.254
C -4.343 -2.251 13.997
O -5.321 -2.080 14.597
N -4.514 -1.935 12.470
H -4.011 -2.696 11.947
H -5.529 -2.166 12.304
C -4.195 -0.493 12.093
H -2.920 -2.979 15.313
H -2.278 -2.166 13.906
H -2.902 -3.835 13.765
H -4.998 0.120 12.423
H -4.246 -0.591 10.957
H -3.209 -0.215 12.401
C -8.981 2.922 -11.214
C -7.956 2.582 -12.251
O -6.872 2.111 -12.283
N -8.603 2.736 -13.682
H -8.936 1.805 -14.023
H -9.425 3.333 -13.668
C -7.559 3.317 -14.710
H -9.855 2.220 -11.437
H -9.348 3.951 -11.288
H -8.627 2.767 -10.130
H -6.618 2.907 -14.434
H -7.549 4.369 -14.521
H -7.910 3.117 -15.714
C -0.687 -14.078 -0.255
C -1.790 -14.018 -1.198
O -2.691 -14.649 -1.531
N -1.528 -12.825 -2.505
H -2.490 -12.565 -2.765
H -0.929 -12.005 -2.266
C -0.977 -13.594 -3.642
H -0.391 -13.207 0.295
H 0.247 -14.391 -0.723
H -0.966 -14.961 0.431
H -1.138 -13.009 -4.594
H -1.511 -14.575 -3.707
H 0.076 -13.812 -3.410
C 6.434 3.078 -9.769
C 7.361 2.478 -10.789
O 7.976 1.433 -10.849
N 7.527 3.360 -12.002
H 6.547 3.654 -12.429
H 7.960 4.331 -11.883
C 8.156 2.765 -13.233
H 5.565 3.599 -10.144
H 6.889 3.776 -9.173
H 6.046 2.417 -8.984
H 8.538 3.662 -13.777
H 7.347 2.227 -13.743
H 8.927 2.063 -12.948
C -2.993 11.841 1.677
C -3.734 12.551 2.753
O -4.221 11.900 3.731
N -3.745 14.060 2.501
H -2.857 14.155 2.093
H -5.522 14.601 1.447
C -4.020 14.880 3.667
H -2.023 12.318 1.609
H -3.353 12.290 0.793
H -2.821 10.740 1.920
H -4.285 15.971 3.384
H -3.275 14.928 4.542
H -4.994 14.658 4.129
C 6.287 1.985 8.878
C 6.967 0.950 8.096
O 7.181 -0.163 8.393
N 7.286 1.492 6.598
H 6.786 1.043 5.877
H 6.961 2.480 6.608
C 8.765 1.552 6.247
H 6.745 2.984 8.889
H 6.075 1.643 9.864
H 5.323 2.348 8.449
H 9.373 1.997 7.078
H 8.811 2.155 5.370
H 8.983 0.496 6.069
C 10.855 -7.082 7.378
C 10.580 -6.267 6.155
O 11.142 -5.649 5.388
N 8.971 -6.124 5.771
H 8.740 -6.867 5.109
H 8.207 -6.110 6.489
C 8.727 -4.706 5.187
H 9.992 -7.166 8.032
H 11.708 -6.644 7.875
H 11.093 -8.062 6.978
H 8.529 -4.030 5.984
H 7.752 -4.828 4.751
H 9.525 -4.366 4.489
C 0.758 0.829 2.598
C -0.349 0.388 1.785
O -1.408 0.826 1.492
N -0.019 -0.942 0.878
H -0.829 -1.542 0.980
H -0.144 -0.667 -0.084
C 1.265 -1.779 1.047
H 1.572 1.021 1.916
H 1.160 0.002 3.214
H 0.520 1.704 3.209
H 1.625 -1.681 2.085
H 2.095 -1.390 0.382
H 1.176 -2.848 0.775
C -5.452 5.112 9.968
C -4.170 4.381 9.837
O -4.127 3.213 10.160
N -2.868 4.907 9.211
H -2.028 4.298 9.543
H -2.829 4.671 8.223
C -2.365 6.396 9.271
H -5.939 5.108 8.990
H -5.480 6.165 10.274
H -6.153 4.626 10.718
H -2.843 6.878 10.137
H -2.568 6.866 8.331
H -1.323 6.321 9.566
Br 4.888 -0.468 4.882
Br -0.170 3.852 8.537
Br -3.536 -1.677 -0.062
Br -7.034 13.441 1.932
Br -7.103 -3.520 -3.734
*
```

* E_HOMO: -16.6 eV